# 1
C2H4AgLiO2 | ωB97M-V/def2-TZVPD

Properties
HOMO-LUMO gap: 5.91 eV
energy above the lowest of the compared OMol25 structures with the same formula, charge and spin: 0.0 kcal/mol
lowest unoccupied orbital energy: -1.667 eV
highest occupied orbital energy: -0.27838 Ha

Structure (ORCA input):
```
! wB97M-V def2-TZVPD RIJCOSX def2/J DEFGRID3
* xyz 0 1
O -0.32 -0.78 -3.37
C -1.03 0.57 1.13
C 0.31 0.62 1.24
O 1.17 -0.23 0.68
H -1.22 -0.95 -3.62
H -1.54 -0.28 0.67
H -1.64 1.37 1.57
H 0.77 1.40 1.87
Li 2.56 -1.06 1.45
Ag 0.95 -0.68 -1.62
*
```

Here are the Mulliken charges for atoms 1 to 6, given in e: -0.83 -0.76 0.24 -0.90 0.18 0.21



# 2
C25H35F2OSi | ωB97M-V/def2-TZVPD

Properties
HOMO-LUMO gap: 7.21 eV
lowest unoccupied orbital energy: -4.922 eV
highest occupied orbital energy: -0.44571 Ha

Structure (ORCA input):
```
! wB97M-V def2-TZVPD RIJCOSX def2/J DEFGRID3
* xyz 1 1
C -0.79 -0.80 1.78
C -0.56 0.09 0.54
C -0.24 -0.74 -0.71
Si 0.70 1.50 0.81
C 1.65 1.96 -0.79
C 3.12 2.35 -0.63
C 0.89 3.08 -1.51
C -0.02 3.01 1.72
C 0.86 3.50 2.88
C -1.47 2.84 2.18
O 1.86 0.89 1.89
C 2.86 0.00 1.75
C 3.45 -0.56 2.86
C 4.65 -1.40 2.62
H -1.72 -1.38 1.65
H 0.03 -1.52 1.91
H -0.91 -0.26 2.72
H -1.50 0.65 0.36
H -0.99 -1.54 -0.81
H -0.27 -0.16 -1.64
H 0.75 -1.21 -0.65
H 1.61 1.05 -1.40
H 3.53 2.62 -1.62
H 3.22 3.23 0.02
H 3.77 1.56 -0.23
H 1.19 3.11 -2.56
H -0.20 2.97 -1.48
H 1.14 4.05 -1.06
H 0.01 3.78 0.92
H 0.50 4.49 3.20
H 0.79 2.83 3.74
H 1.92 3.63 2.61
H -1.84 3.80 2.54
H -2.14 2.52 1.37
H -1.55 2.12 3.01
H 3.18 -0.24 0.72
H 3.28 -0.14 3.88
H 4.65 -2.30 3.23
H 4.69 -1.70 1.56
H 5.58 -0.85 2.84
F 6.71 -3.13 7.89
C 5.63 -2.76 7.13
C 5.28 -3.53 6.02
C 4.19 -3.13 5.25
C 3.47 -1.95 5.53
C 2.50 -1.43 4.48
C 1.23 -0.80 5.04
C 0.00 -1.51 5.13
C -1.20 -0.86 5.48
C -1.15 0.50 5.77
F -2.29 1.14 6.17
C 0.06 1.21 5.78
C 1.24 0.53 5.45
C 3.76 -1.29 6.74
C 4.87 -1.67 7.52
H 5.79 -4.47 5.81
H 3.90 -3.73 4.38
H 2.23 -2.24 3.78
H -0.03 -2.58 4.93
H -2.14 -1.41 5.62
H 0.10 2.24 6.13
H 2.19 1.06 5.53
H 3.12 -0.49 7.11
H 5.10 -1.16 8.46
*
```

Here are the Mulliken charges for atoms 1 to 6, given in e: -1.15 0.99 -1.56 -0.94 0.89 -1.48



# 3
C4H8O3 | ωB97M-V/def2-TZVPD

Properties
HOMO-LUMO gap: 10.79 eV
SMILES: O=CCCC=O.O
energy above the lowest of the compared OMol25 structures with the same formula, charge and spin: 44.3 kcal/mol
lowest unoccupied orbital energy: 0.819 eV
highest occupied orbital energy: -0.36653 Ha

Structure (ORCA input):
```
! wB97M-V def2-TZVPD RIJCOSX def2/J DEFGRID3
* xyz 0 1
O -2.14 2.74 -1.02
C -1.26 2.59 -0.21
C -1.11 1.39 0.66
C -0.21 0.36 -0.08
C -1.06 -0.67 -0.80
O -1.02 -1.86 -0.59
H -0.48 3.37 -0.14
H -2.07 0.92 0.85
H -0.61 1.64 1.58
H 0.25 0.88 -0.94
H 0.53 -0.13 0.52
H -1.81 -0.23 -1.48
O 3.60 -3.29 0.65
H 2.95 -4.00 0.61
H 4.44 -3.71 0.38
*
```

Here are the Mulliken charges for atoms 1 to 6, given in e: -0.45 -0.06 -0.45 -0.50 -0.04 -0.47